Molecular formula: C15H24O6
Method: DFT, wB97M-V/def2-TZVPD

Values from the calculation:
LUMO energy, eV: 0.802
Net charge: 0
Electronic energy, hartree: -1037.4213
Gap between HOMO and LUMO, eV: 10.4
2S+1: 1
Structure (SMILES): O=C(CCCC(=O)OC[C@@H]1CCCO1)OC[C@H]1CCCO1

Positions of all 45 atoms, in Å:
O -0.221 -1.350 1.733
C -0.496 -2.044 0.790
O -1.718 -2.127 0.254
C -2.734 -1.296 0.804
H -3.680 -1.731 0.480
H -2.676 -1.304 1.897
C -2.610 0.159 0.309
O -3.689 0.918 0.822
C -4.587 1.266 -0.223
H -4.488 2.340 -0.427
C -4.190 0.440 -1.447
H -4.704 -0.521 -1.443
H -4.415 0.954 -2.378
C -2.693 0.247 -1.218
H -2.138 1.116 -1.574
H -2.295 -0.646 -1.695
H -5.607 1.068 0.118
H -1.677 0.576 0.703
C 0.476 -2.917 0.030
C 1.837 -3.012 0.723
C 3.003 -2.751 -0.242
C 2.904 -1.335 -0.758
O 2.204 -0.993 -1.679
O 3.668 -0.512 -0.043
C 3.624 0.881 -0.335
H 4.647 1.252 -0.249
H 3.257 1.032 -1.355
C 2.731 1.624 0.673
H 3.067 1.355 1.683
C 1.231 1.335 0.481
H 0.854 0.644 1.232
C 0.597 2.722 0.573
H -0.321 2.812 -0.003
C 1.721 3.598 0.026
H 1.686 4.633 0.370
O 2.915 3.024 0.523
H 1.723 3.585 -1.074
H 0.394 2.981 1.612
H 1.058 0.905 -0.507
H 3.949 -2.873 0.283
H 2.951 -3.442 -1.083
H 1.966 -3.997 1.171
H 1.871 -2.273 1.527
H 0.586 -2.452 -0.954
H 0.017 -3.893 -0.125

Atomic forces in eV per Å
-0.137 0.058 0.118
0.238 -0.235 -0.069
-0.037 -0.152 -0.274
-0.259 0.624 0.381
0.057 0.027 0.013
-0.062 -0.051 -0.140
0.441 -0.436 -0.155
0.012 -0.173 0.195
-0.257 0.206 -0.244
-0.053 -0.099 0.008
0.013 0.063 0.235
-0.043 -0.014 -0.040
-0.050 -0.028 -0.047
-0.051 0.072 0.197
0.047 -0.001 -0.033
0.070 0.023 -0.061
0.062 0.051 -0.051
-0.093 -0.056 -0.079
0.049 0.107 0.202
-0.003 0.047 -0.067
-0.065 0.085 0.080
0.004 -0.540 -0.248
-0.036 0.080 -0.079
0.170 0.021 0.429
-0.079 0.828 -0.109
-0.102 -0.100 -0.019
0.087 0.022 0.149
0.137 -0.622 0.001
-0.063 0.006 -0.106
0.066 0.076 0.083
-0.008 -0.012 -0.062
0.276 0.095 -0.004
-0.091 0.010 -0.004
-0.335 0.134 -0.103
-0.021 -0.033 -0.068
0.238 -0.052 -0.042
-0.029 0.043 0.078
-0.048 0.053 0.010
-0.007 -0.039 0.002
0.002 -0.049 -0.056
0.058 0.080 -0.036
0.007 0.044 0.045
0.028 -0.117 0.007
-0.107 -0.065 0.000
-0.028 0.015 -0.036

Results of the Mulliken charge analysis, in e, for atoms 1 through 6:
1 O -0.6334
2 C 0.6431
3 O -0.3996
4 C -0.8931
5 H 0.3675
6 H 0.3455